*A*
ORCA calculation (ωB97M-V with the def2-TZVPD basis set) on 2 unconnected molecules or ions with the total composition C5H14NO2.

Element x y z (Å)
C (-0.27, -1.61, -0.13)
O (-0.22, -2.50, -1.10)
C (0.71, -0.33, -0.41)
C (1.13, 0.44, 0.83)
C (1.19, 1.97, 0.50)
C (-0.15, 2.58, 0.02)
N (1.82, -0.78, -1.26)
H (0.02, -2.16, 0.81)
H (-1.27, -1.05, 0.00)
H (0.11, 0.26, -1.10)
H (2.14, 0.27, 1.22)
H (0.40, 0.13, 1.59)
H (1.95, 2.04, -0.28)
H (1.49, 2.53, 1.40)
H (-0.21, 2.47, -1.06)
H (-0.22, 3.62, 0.35)
H (-1.00, 1.99, 0.36)
H (2.27, -1.57, -0.79)
H (1.38, -1.29, -2.02)
H (-2.90, -0.68, 0.77)
H (-2.82, 0.63, 1.55)
O (-3.45, 0.00, 1.19)

## Properties
charge: -1
gap between HOMO and LUMO: 0.237 Eh
M: 120.17 g/mol

*B*
ORCA calculation (ωB97M-V with the def2-TZVPD basis set) on 2 unconnected molecules or ions with the total composition C5H14NO2.

Element x y z (Å)
C (-0.06, 0.51, -0.09)
N (-0.20, -0.84, 0.53)
C (0.73, -1.74, -0.24)
O (2.02, -1.31, -0.26)
C (-1.21, 0.65, -1.18)
C (-2.35, 1.38, -0.58)
C (-1.99, 2.92, -0.63)
H (0.03, 1.26, 0.67)
H (0.96, 0.46, -0.67)
H (0.00, -0.78, 1.53)
H (0.65, -2.76, 0.28)
H (0.31, -1.78, -1.26)
H (-1.54, -0.45, -1.43)
H (-0.71, 1.15, -2.07)
H (-3.28, 1.16, -1.40)
H (-2.67, 1.01, 0.40)
H (-0.92, 2.99, -0.29)
H (-2.65, 3.45, 0.02)
H (-1.88, 3.32, -1.60)
H (2.75, -2.35, 2.28)
H (2.37, -1.27, 1.03)
O (2.63, -1.43, 2.14)

## Properties
charge: -1
gap between HOMO and LUMO: 0.272 Eh
M: 120.17 g/mol

*C*
ORCA calculation (ωB97M-V with the def2-TZVPD basis set) on 2 unconnected molecules or ions with the total composition C5H14NO2.

Element x y z (Å)
C (1.83, 1.31, -0.76)
O (1.54, 2.16, -1.73)
C (0.70, 0.15, -0.65)
C (-0.64, 0.69, -0.23)
C (-0.62, 1.22, 1.24)
C (-1.86, -0.28, -0.42)
N (1.22, -1.06, 0.05)
H (2.79, 0.72, -0.89)
H (1.90, 1.82, 0.25)
H (0.68, -0.12, -1.71)
H (-0.81, 1.50, -0.94)
H (-1.66, 1.25, 1.56)
H (-0.02, 0.55, 1.84)
H (-0.18, 2.22, 1.27)
H (-1.60, -1.15, -1.02)
H (-2.65, 0.20, -0.98)
H (-2.30, -0.63, 0.51)
H (1.35, -0.87, 1.04)
H (2.18, -1.20, -0.27)
H (-0.31, -3.51, 0.35)
H (-0.62, -2.03, 0.69)
O (-0.93, -2.94, 0.80)

## Properties
charge: -1
gap between HOMO and LUMO: 0.228 Eh
M: 120.17 g/mol

*D*
ORCA calculation (ωB97M-V with the def2-TZVPD basis set) on 2 unconnected molecules or ions with the total composition C5H14NO2.

Element x y z (Å)
C (-2.44, 1.00, 0.75)
C (-1.75, 0.19, -0.35)
N (-0.32, 0.10, -0.11)
C (-0.07, -0.71, 1.15)
C (0.27, -0.46, -1.35)
C (1.79, -0.26, -1.31)
O (2.34, -1.11, -0.39)
H (-3.50, 1.15, 0.39)
H (-2.52, 0.57, 1.77)
H (-2.04, 2.04, 0.72)
H (-1.88, 0.95, -1.15)
H (-2.26, -0.80, -0.39)
H (-0.73, -1.69, 1.01)
H (0.95, -1.06, 1.27)
H (-0.62, -0.31, 2.05)
H (-0.05, 0.11, -2.24)
H (0.05, -1.51, -1.55)
H (2.16, -0.38, -2.41)
H (1.88, 0.92, -1.15)
H (3.04, -0.23, 0.51)
H (2.46, 1.02, 1.42)
O (3.23, 0.47, 1.35)

## Properties
charge: -1
gap between HOMO and LUMO: 0.264 Eh
M: 120.17 g/mol

Which of them is most stable, and which least? Most stable: *C*; least stable: *D*.

*A*
ORCA calculation (ωB97M-V with the def2-TZVPD basis set) on 10 unconnected molecules or ions with the total composition C30H80O10.

Element x y z (Å)
C (14.33, 11.43, 6.18)
C (13.74, 10.02, 6.13)
C (12.41, 9.96, 5.42)
O (14.61, 9.15, 5.48)
H (14.44, 11.91, 5.21)
H (15.29, 11.38, 6.72)
H (13.66, 12.03, 6.78)
H (13.58, 9.78, 7.22)
H (12.04, 8.93, 5.51)
H (12.63, 10.06, 4.34)
H (11.64, 10.69, 5.68)
H (15.44, 9.09, 6.00)
C (18.38, 9.06, 15.36)
C (18.59, 8.56, 13.87)
C (19.47, 7.31, 13.76)
O (17.35, 8.37, 13.29)
H (17.61, 8.50, 15.82)
H (18.13, 10.10, 15.46)
H (19.27, 8.74, 15.93)
H (19.15, 9.30, 13.29)
H (20.48, 7.46, 14.07)
H (19.65, 6.84, 12.77)
H (19.10, 6.51, 14.41)
H (17.47, 8.25, 12.33)
C (14.96, 15.69, 6.11)
C (15.93, 14.98, 7.04)
C (17.03, 15.96, 7.45)
O (15.41, 14.45, 8.26)
H (15.57, 16.24, 5.29)
H (14.36, 16.48, 6.53)
H (14.28, 14.93, 5.67)
H (16.42, 14.15, 6.51)
H (17.57, 16.13, 6.55)
H (17.64, 15.55, 8.20)
H (16.55, 16.86, 7.85)
H (14.49, 14.28, 8.25)
C (16.44, 6.22, 8.26)
C (17.19, 7.16, 7.33)
C (17.08, 6.61, 5.86)
O (16.64, 8.50, 7.35)
H (15.36, 6.08, 8.00)
H (16.51, 6.53, 9.32)
H (16.94, 5.23, 8.17)
H (18.20, 7.17, 7.70)
H (16.03, 6.42, 5.57)
H (17.57, 5.62, 5.81)
H (17.52, 7.26, 5.08)
H (16.48, 8.85, 8.31)
C (14.46, 6.08, 12.86)
C (14.02, 7.40, 12.25)
C (12.89, 8.13, 12.95)
O (15.09, 8.38, 12.04)
H (15.11, 5.40, 12.30)
H (13.62, 5.50, 13.19)
H (15.06, 6.30, 13.77)
H (13.63, 7.15, 11.25)
H (13.15, 8.32, 14.01)
H (11.95, 7.57, 12.94)
H (12.74, 9.09, 12.46)
H (15.60, 8.40, 12.84)
C (15.99, 15.05, 14.63)
C (15.67, 13.62, 14.33)
C (16.79, 12.65, 14.69)
O (14.47, 13.28, 14.98)
H (15.22, 15.70, 14.23)
H (16.95, 15.28, 14.14)
H (16.17, 15.10, 15.72)
H (15.53, 13.48, 13.23)
H (16.88, 12.68, 15.80)
H (17.69, 13.10, 14.29)
H (16.61, 11.61, 14.36)
H (13.69, 13.39, 14.41)
C (14.61, 10.69, 9.80)
C (16.10, 10.64, 9.98)
C (16.44, 11.28, 11.27)
O (16.59, 9.33, 9.92)
H (14.13, 11.71, 9.79)
H (14.16, 10.14, 10.67)
H (14.27, 10.16, 8.90)
H (16.53, 11.19, 9.11)
H (17.54, 11.18, 11.43)
H (15.93, 10.88, 12.14)
H (16.24, 12.33, 11.27)
H (16.02, 8.81, 10.52)
C (11.89, 13.84, 10.59)
C (11.68, 13.51, 12.05)
C (11.81, 12.05, 12.54)
O (12.72, 14.18, 12.83)
H (12.87, 13.48, 10.25)
H (11.67, 14.90, 10.53)
H (11.12, 13.35, 10.00)
H (10.71, 13.92, 12.38)
H (11.88, 12.10, 13.64)
H (12.66, 11.51, 12.00)
H (10.96, 11.42, 12.33)
H (13.07, 14.89, 12.26)
C (19.07, 12.49, 7.02)
C (18.93, 11.34, 6.05)
C (19.97, 11.50, 4.92)
O (19.20, 10.11, 6.67)
H (18.86, 13.45, 6.48)
H (20.11, 12.50, 7.47)
H (18.39, 12.34, 7.81)
H (17.94, 11.27, 5.65)
H (20.93, 11.47, 5.45)
H (20.05, 12.45, 4.41)
H (19.96, 10.75, 4.14)
H (18.34, 9.72, 6.84)
C (10.59, 9.31, 9.36)
C (10.17, 10.49, 8.54)
C (9.32, 11.48, 9.38)
O (11.30, 11.34, 8.21)
H (11.30, 8.72, 8.78)
H (9.71, 8.68, 9.61)
H (11.11, 9.53, 10.29)
H (9.62, 10.17, 7.69)
H (8.34, 11.06, 9.62)
H (9.11, 12.45, 8.83)
H (9.82, 11.66, 10.33)
H (11.62, 11.09, 7.33)

## Properties
gap between HOMO and LUMO: 0.373 Eh
M: 600.96 g/mol
structure (SMILES): CC(C)O.CC(C)O.CC(C)O.CC(C)O.CC(C)O.CC(C)O.CC(C)O.CC(C)O.CC(C)O.CC(C)O

*B*
ORCA calculation (ωB97M-V with the def2-TZVPD basis set) on 10 unconnected molecules or ions with the total composition C30H80O10.

Element x y z (Å)
C (5.53, -2.34, 1.39)
C (5.53, -2.91, -0.03)
C (4.22, -3.61, -0.50)
O (5.67, -1.83, -0.96)
H (5.32, -3.16, 2.06)
H (4.76, -1.57, 1.43)
H (6.46, -1.81, 1.59)
H (6.42, -3.52, -0.14)
H (3.33, -2.98, -0.57)
H (3.89, -4.26, 0.31)
H (4.36, -4.18, -1.42)
H (5.86, -2.22, -1.81)
C (3.63, 0.82, 3.45)
C (3.02, -0.02, 4.59)
C (3.55, -1.50, 4.60)
O (3.13, 0.56, 5.84)
H (3.48, 0.35, 2.48)
H (4.67, 1.07, 3.66)
H (3.02, 1.73, 3.39)
H (1.94, -0.02, 4.47)
H (3.19, -2.08, 3.75)
H (3.26, -2.04, 5.51)
H (4.62, -1.63, 4.46)
H (4.07, 0.66, 6.01)
C (-3.82, -2.62, 5.52)
C (-4.12, -2.59, 4.07)
C (-3.01, -1.93, 3.16)
O (-4.22, -3.94, 3.60)
H (-2.90, -3.18, 5.72)
H (-4.61, -3.10, 6.09)
H (-3.75, -1.61, 5.90)
H (-5.04, -2.08, 3.79)
H (-2.05, -2.40, 3.37)
H (-2.84, -0.87, 3.31)
H (-3.07, -2.14, 2.09)
H (-4.77, -4.42, 4.23)
C (0.19, 4.24, -1.62)
C (-0.99, 4.80, -2.40)
C (-0.93, 6.34, -2.32)
O (-0.95, 4.37, -3.73)
H (1.15, 4.68, -1.87)
H (0.30, 3.16, -1.78)
H (0.12, 4.44, -0.56)
H (-1.96, 4.57, -1.96)
H (0.07, 6.74, -2.50)
H (-1.16, 6.73, -1.33)
H (-1.65, 6.81, -2.99)
H (-0.55, 5.03, -4.30)
C (-2.71, 2.38, 2.87)
C (-2.15, 3.53, 2.00)
C (-3.09, 4.75, 1.89)
O (-1.00, 3.94, 2.66)
H (-3.55, 2.01, 2.28)
H (-3.02, 2.73, 3.86)
H (-2.11, 1.47, 2.95)
H (-1.96, 3.18, 0.99)
H (-3.99, 4.52, 1.33)
H (-2.64, 5.60, 1.39)
H (-3.48, 4.95, 2.89)
H (-0.52, 4.64, 2.23)
C (0.01, -2.95, -4.64)
C (-0.26, -2.48, -3.20)
C (0.39, -3.34, -2.14)
O (0.17, -1.17, -3.14)
H (1.03, -2.76, -4.97)
H (-0.61, -2.49, -5.41)
H (-0.16, -4.03, -4.66)
H (-1.35, -2.55, -3.14)
H (-0.03, -4.35, -2.20)
H (0.17, -2.95, -1.14)
H (1.44, -3.46, -2.39)
H (0.11, -0.90, -2.22)
C (-3.67, -4.41, -1.59)
C (-4.49, -3.23, -1.07)
C (-3.88, -1.83, -1.25)
O (-5.74, -3.25, -1.72)
H (-2.71, -4.43, -1.08)
H (-3.39, -4.29, -2.63)
H (-4.13, -5.40, -1.58)
H (-4.66, -3.45, -0.02)
H (-3.81, -1.50, -2.29)
H (-2.87, -1.81, -0.82)
H (-4.46, -1.11, -0.66)
H (-6.05, -4.15, -1.71)
C (0.79, 1.21, 0.92)
C (0.70, -0.27, 0.73)
C (-0.77, -0.74, 0.62)
O (1.30, -0.71, -0.49)
H (0.38, 1.77, 0.08)
H (1.83, 1.53, 0.96)
H (0.25, 1.46, 1.83)
H (1.17, -0.86, 1.51)
H (-1.17, -0.49, -0.37)
H (-1.42, -0.29, 1.37)
H (-0.85, -1.83, 0.59)
H (2.23, -0.47, -0.39)
C (5.95, 1.40, 0.39)
C (4.67, 1.55, -0.40)
C (4.83, 1.84, -1.92)
O (4.00, 0.31, -0.29)
H (6.54, 0.53, 0.09)
H (5.76, 1.38, 1.46)
H (6.62, 2.25, 0.26)
H (4.03, 2.34, -0.01)
H (3.87, 2.11, -2.37)
H (5.35, 1.09, -2.51)
H (5.41, 2.76, -2.06)
H (4.56, -0.36, -0.69)
C (-2.65, 0.98, -2.88)
C (-3.01, 1.66, -4.28)
C (-4.23, 0.99, -4.94)
O (-3.37, 2.97, -4.10)
H (-2.49, -0.08, -3.05)
H (-3.43, 1.16, -2.14)
H (-1.71, 1.29, -2.41)
H (-2.16, 1.54, -4.95)
H (-5.07, 1.08, -4.25)
H (-4.10, -0.08, -5.10)
H (-4.48, 1.52, -5.85)
H (-2.54, 3.46, -4.06)

## Properties
gap between HOMO and LUMO: 0.358 Eh
M: 600.96 g/mol
structure (SMILES): CC(C)O.CC(C)O.CC(C)O.CC(C)O.CC(C)O.CC(C)O.CC(C)O.CC(C)O.CC(C)O.CC(C)O

Which of them is most stable, and which least? Most stable: *A*; least stable: *B*.

*A*
ORCA calculation (ωB97M-V with the def2-TZVPD basis set) on C5H4N2 in the gas phase.

Element x y z (Å)
C (2.81, -0.38, 0.32)
C (1.62, -0.20, 0.21)
C (0.22, 0.03, 0.07)
C (-0.69, -0.72, -0.65)
N (-1.89, -0.11, -0.48)
N (-1.83, 0.98, 0.30)
C (-0.56, 1.07, 0.64)
H (3.86, -0.55, 0.44)
H (-0.57, -1.61, -1.24)
H (-2.77, -0.39, -0.88)
H (-0.22, 1.88, 1.27)

## Properties
gap between HOMO and LUMO: 0.362 Eh
M: 92.10 g/mol
structure (SMILES): C#Cc1cn[nH]c1

*B*
ORCA calculation (ωB97M-V with the def2-TZVPD basis set) on C5H4N2 in the gas phase.

Element x y z (Å)
C (2.71, -0.64, 0.18)
C (1.56, -0.32, 0.05)
C (0.18, 0.04, -0.09)
C (-0.92, -0.94, 0.10)
N (-2.13, -0.55, 0.10)
N (-0.64, 2.35, -0.73)
C (-0.21, 1.28, -0.37)
H (3.74, -0.92, 0.28)
H (-0.59, -1.97, 0.25)
H (-2.76, -1.34, 0.22)
H (-0.94, 3.01, 0.00)

## Properties
gap between HOMO and LUMO: 0.344 Eh
M: 92.10 g/mol
structure (SMILES): [H]/N=C/C(=C=N)C#C

*C*
ORCA calculation (ωB97M-V with the def2-TZVPD basis set) on C5H4N2 in the gas phase.

Element x y z (Å)
C (2.67, -0.15, -0.16)
C (1.58, -0.46, 0.24)
C (0.17, -0.37, 0.38)
C (-0.84, -0.90, -0.40)
C (-1.86, 0.06, -0.35)
N (-1.55, 1.08, 0.45)
N (-0.33, 0.79, 0.90)
H (3.54, 0.23, -0.63)
H (-0.79, -1.82, -0.97)
H (-2.78, 0.09, -0.92)
H (0.19, 1.45, 1.45)

## Properties
gap between HOMO and LUMO: 0.364 Eh
M: 92.10 g/mol
structure (SMILES): C#Cc1ccn[nH]1

*D*
ORCA calculation (ωB97M-V with the def2-TZVPD basis set) on C5H4N2 in the gas phase.

Element x y z (Å)
C (-2.84, 0.98, -0.69)
C (-1.72, 0.51, -0.28)
C (-0.33, 0.21, -0.04)
C (0.77, 0.28, -0.87)
N (1.78, -0.29, -0.18)
N (1.43, -0.72, 1.04)
C (0.15, -0.40, 1.13)
H (-2.46, -0.21, 0.21)
H (0.91, 0.68, -1.87)
H (2.73, -0.45, -0.49)
H (-0.42, -0.60, 2.04)

## Properties
gap between HOMO and LUMO: 0.368 Eh
M: 92.10 g/mol

Which of them is most stable, and which least? Most stable: *A*; least stable: *D*.

*A*
ORCA calculation (ωB97M-V with the def2-TZVPD basis set) on C5H6N2O2 in the gas phase.

Element x y z (Å)
C (2.12, -0.88, -0.06)
C (1.58, -0.08, 1.07)
C (-0.68, 0.13, 0.12)
C (-2.48, -0.06, -1.09)
C (-1.48, 0.12, -2.02)
H (2.21, 0.01, -0.92)
H (1.34, -1.69, -0.20)
H (3.01, -1.24, 0.03)
H (0.01, 0.95, 1.76)
H (-3.45, -0.20, -1.37)
H (-1.30, 0.10, -3.13)
N (0.29, 0.29, 1.04)
N (-1.96, -0.04, 0.24)
O (2.22, 0.28, 2.07)
O (-0.28, 0.33, -1.23)

## Properties
gap between HOMO and LUMO: 0.368 Eh
M: 126.11 g/mol
structure (SMILES): CC(=O)Nc1ncco1

*B*
ORCA calculation (ωB97M-V with the def2-TZVPD basis set) on a molecular structure, C5H6N2O2.

Element x y z (Å)
C (-1.30, 0.63, 2.25)
C (-0.01, -0.42, 0.32)
C (0.53, -0.26, -1.68)
C (0.01, 0.11, 1.73)
N (0.99, -0.15, -2.94)
C (1.11, -0.70, -0.51)
O (-1.18, -0.68, -0.25)
N (-0.77, 0.19, -1.40)
O (1.02, 0.02, 2.39)
H (0.39, 0.25, -3.64)
H (1.98, -0.22, -3.12)
H (2.11, -1.01, -0.25)
H (-1.15, 1.08, 3.23)
H (-2.01, -0.19, 2.33)
H (-1.72, 1.35, 1.54)

## Properties
gap between HOMO and LUMO (alpha / beta): 0.260 / 0.261 Eh
M: 126.11 g/mol

*C*
ORCA calculation (ωB97M-V with the def2-TZVPD basis set) on a molecular structure, C5H6N2O2.

Element x y z (Å)
C (-2.83, 0.42, 0.46)
C (-1.51, -0.28, 0.32)
C (0.92, 0.17, -0.20)
C (2.89, -0.01, -0.73)
C (2.56, -1.19, -0.21)
H (-2.70, 1.30, 1.30)
H (-3.55, -0.05, 0.82)
H (-3.20, 1.07, -0.22)
H (-0.64, 1.50, -0.20)
H (3.82, 0.29, -1.25)
H (3.07, -2.10, 0.02)
N (-0.39, 0.58, 0.00)
N (1.79, 0.89, -0.77)
O (-1.41, -1.50, 0.50)
O (1.18, -1.09, 0.16)

## Properties
gap between HOMO and LUMO: 0.358 Eh
M: 126.11 g/mol

Which of them is most stable, and which least? Most stable: *A*; least stable: *B*.

*A*
ORCA calculation (ωB97M-V with the def2-TZVPD basis set) on 2 unconnected molecules or ions with the total composition C5H8O4.

Element x y z (Å)
C (0.75, -1.31, -0.03)
C (1.21, -0.10, -0.14)
C (-2.21, -0.17, 0.01)
C (1.44, 0.69, 1.15)
C (1.52, 0.60, -1.43)
O (0.21, -2.33, 0.02)
O (-1.34, 0.17, -0.73)
O (-2.28, -1.40, 0.52)
O (-3.22, 0.60, 0.44)
H (2.44, 0.48, 1.53)
H (0.68, 0.25, 1.75)
H (1.39, 1.71, 0.78)
H (1.41, 1.75, -1.23)
H (0.81, 0.35, -2.25)
H (2.65, 0.75, -1.68)
H (-1.58, -2.10, 0.35)
H (-3.90, 0.08, 0.93)

## Properties
gap between HOMO and LUMO: 0.325 Eh
M: 132.12 g/mol
structure (SMILES): CC(C)=C=O.O=C(O)O

*B*
ORCA calculation (ωB97M-V with the def2-TZVPD basis set) on 2 unconnected molecules or ions with the total composition C5H8O4.

Element x y z (Å)
O (2.62, -0.74, 0.64)
C (3.12, -0.54, 1.87)
O (2.59, -2.30, -2.36)
C (3.17, 0.23, -0.33)
C (3.67, 1.39, 0.53)
O (2.63, 2.31, 0.91)
C (2.75, 1.94, 2.30)
C (3.75, 0.82, 1.96)
H (3.99, -0.15, -0.95)
H (2.36, 0.52, -0.99)
H (4.54, 1.89, 0.11)
H (3.19, 2.75, 2.90)
H (1.79, 1.63, 2.73)
H (4.71, 0.81, 2.49)
O (3.21, -1.46, 2.66)
H (2.05, -2.96, -2.81)
H (2.97, -2.75, -1.57)

## Properties
gap between HOMO and LUMO: 0.402 Eh
M: 132.12 g/mol
structure (SMILES): O=C1OC[C@H]2OC[C@@H]12.O

Which of them is most stable, and which least? Most stable: *B*; least stable: *A*.